# C33H33ClI2N5NaO4PS

A molecular structure, C33H33ClI2N5NaO4PS in a non-equilibrium geometry (wB97M-V/def2-TZVPD, the Open Molecules 2025 dataset).

Values from the calculation:
total charge: -1
total energy: -3809.5738 a.u.
lowest unoccupied orbital energy: 2.00 eV

The geometry in XYZ format:
```
81
Properties=species:S:1:pos:R:3:forces:R:3
Na -0.08056 1.84168 0.72299 -0.6 -0.8 0.4
I 1.92506 4.98647 -6.03694 0.0 0.0 0.1
C 1.61359 3.88606 -4.27665 0.0 0.1 -0.1
C 2.69516 3.53079 -3.48489 -0.1 0.0 0.1
C 2.45503 2.79770 -2.34001 0.1 -0.1 0.0
I 4.06887 2.27609 -1.10598 0.0 0.0 0.0
C 1.16210 2.35799 -1.91934 0.4 0.0 0.0
O 1.01280 1.64281 -0.87065 0.6 0.0 -1.4
C 0.08953 2.78759 -2.75663 -0.1 0.1 -0.1
C -1.34049 2.48660 -2.38055 0.1 0.0 0.1
N -2.03313 3.68999 -1.89815 0.0 -0.1 0.0
C -3.48172 3.58573 -1.83718 0.1 0.0 0.0
C -4.07294 2.90885 -0.61768 0.0 0.0 0.0
C -5.06330 3.53319 0.13550 0.0 0.0 0.0
C -5.59423 2.87425 1.23179 0.0 0.0 0.0
C -5.10292 1.62248 1.56164 0.0 0.0 0.0
C -4.10362 1.08448 0.76391 0.0 0.1 0.0
N -3.61263 1.69500 -0.30853 0.0 0.0 0.0
C 0.32914 3.52615 -3.90428 0.0 0.0 0.1
H 3.70257 3.82350 -3.74592 0.0 0.0 0.0
H -1.36355 1.66719 -1.65739 0.0 0.0 -0.1
H -1.88057 2.14606 -3.27072 0.0 0.0 0.0
H -1.66485 3.93956 -0.98475 0.0 0.1 0.0
H -3.81444 3.03329 -2.72222 0.0 0.0 0.0
H -3.90878 4.59038 -1.91198 0.0 0.0 0.0
H -5.40409 4.52403 -0.13708 0.0 0.0 0.0
H -6.36857 3.33941 1.83024 0.0 0.0 0.0
H -5.46936 1.08055 2.42315 0.0 0.0 0.0
H -3.66919 0.11793 0.99668 0.0 0.0 0.0
H -0.51749 3.83460 -4.50668 0.0 0.0 0.0
Cl 1.75417 0.65523 2.19290 0.3 -0.2 0.4
C 2.93993 -0.61346 2.12875 0.0 -0.1 0.0
C 4.01106 -0.48298 3.00645 0.0 0.0 0.0
C 4.99716 -1.45084 3.03777 0.0 0.0 0.0
C 4.91613 -2.55026 2.19166 0.0 0.0 0.0
C 3.84374 -2.66679 1.32666 0.0 0.0 0.0
C 2.83025 -1.70853 1.27323 -0.1 0.1 0.1
P 1.41128 -1.87271 0.10527 0.0 0.0 0.1
C 2.33278 -2.36717 -1.40839 0.0 0.1 0.0
C 2.70345 -3.66212 -1.76651 0.0 -0.1 0.0
C 3.42349 -3.88955 -2.93097 0.0 0.0 0.0
C 3.78617 -2.82637 -3.74859 0.0 0.0 0.0
C 3.41713 -1.53384 -3.40221 0.0 0.0 0.0
C 2.68513 -1.30832 -2.24470 0.0 0.0 0.0
C 0.69520 -3.47810 0.63219 0.0 0.0 0.0
C -0.09463 -4.17820 -0.28123 0.0 0.0 0.0
C -0.77713 -5.32573 0.09450 0.0 0.0 0.0
C -0.69729 -5.78470 1.40259 0.0 0.0 0.0
C 0.06387 -5.08218 2.32678 0.0 0.0 0.0
C 0.75232 -3.93855 1.94649 0.1 0.0 0.0
H 4.05772 0.38085 3.65511 0.0 0.0 0.0
H 5.82928 -1.34470 3.72204 0.0 0.0 0.0
H 5.68835 -3.30884 2.20258 0.0 0.0 0.0
H 3.78764 -3.52135 0.66174 0.0 0.0 0.0
H 2.42766 -4.50387 -1.14001 0.0 0.1 0.0
H 3.70511 -4.90130 -3.19825 0.0 0.0 0.0
H 4.35112 -3.00751 -4.65490 0.0 0.0 0.0
H 3.69092 -0.69552 -4.03114 0.0 0.0 0.0
H 2.37852 -0.30416 -1.97216 0.0 0.1 0.0
H -0.17364 -3.81797 -1.30160 0.0 0.0 0.0
H -1.37662 -5.85947 -0.63294 0.0 0.0 0.0
H -1.22979 -6.67930 1.70065 0.0 0.0 0.0
H 0.11492 -5.41974 3.35461 0.0 0.0 0.0
H 1.31816 -3.38449 2.68329 0.0 0.0 0.0
N -2.26514 -1.18633 -1.67961 0.1 0.0 -0.1
C -1.79032 -0.77709 -0.69897 -0.1 -0.1 0.1
H -2.63585 -1.38829 -2.58196 0.0 0.0 0.0
N -1.82106 -2.16609 3.35998 0.0 0.0 0.0
N -0.81865 -1.39002 2.69055 0.0 0.1 0.0
H -1.74731 -3.11458 3.01011 0.0 0.0 0.0
H -2.75478 -1.82934 3.13863 0.0 0.0 0.0
H -1.11392 -1.14198 1.74863 0.0 0.0 0.0
H -0.72275 -0.51237 3.19014 0.0 -0.1 0.0
C -2.47717 4.03259 3.42260 0.0 -0.1 0.0
S -1.16140 3.18095 2.59749 -0.2 0.3 0.4
O -1.40236 1.73887 2.74747 0.0 0.1 0.1
O 0.06960 3.62877 3.21685 0.0 0.0 0.0
O -1.26364 3.55296 1.17628 -0.4 0.6 0.2
H -2.35379 3.87704 4.49182 0.0 0.0 0.0
H -3.42517 3.63012 3.07490 0.0 0.0 0.0
H -2.38725 5.08698 3.17176 0.0 0.0 0.0
```
Forces are in eV/Å.

---

# C33H33F9O8P2Sb2Ti

A molecular structure, C33H33F9O8P2Sb2Ti (wB97M-V/def2-TZVPD, the Open Molecules 2025 dataset).

Values from the calculation:
⟨S²⟩: 2.006
multiplicity: 3
total energy: -4790.9065 a.u.
lowest unoccupied orbital energy (alpha / beta): 0.14 / -0.48 eV
relative energy (zero: lowest compared OMol25 entry of this formula, charge and spin): 268.96 kJ/mol

The geometry in XYZ format:
```
88
Properties=species:S:1:pos:R:3:forces:R:3
Ti 0.07195 1.55259 -1.19607 0.3 0.0 0.1
C -4.02130 0.01436 -3.67957 0.0 -0.1 0.1
C -3.92826 0.36913 -2.20849 -0.1 0.0 0.0
O -5.14537 0.96517 -1.79180 -0.1 -0.1 -0.1
P -3.68196 -1.08879 -1.12233 -0.2 -0.1 -0.1
O -5.00992 -1.97049 -1.40962 0.2 0.0 0.0
O -2.59150 -2.06649 -1.75586 -0.1 0.0 0.0
O -3.45731 -0.76471 0.29353 -0.2 -0.2 -0.4
P -2.42466 1.60210 -1.94467 -0.2 0.1 0.0
O -3.11372 2.17827 -0.56712 0.0 0.1 0.0
O -1.43625 0.41870 -1.58938 0.3 -0.1 0.0
O -1.14806 2.73568 -1.95674 -0.1 0.0 0.2
H -4.78669 -0.74348 -3.85457 0.0 0.0 0.0
H -3.05961 -0.35725 -4.03846 0.0 0.0 0.0
H -4.28255 0.90847 -4.24620 0.0 0.0 0.0
H -4.95667 1.44920 -0.97567 0.0 0.0 0.0
H -5.80296 -1.53149 -1.08173 -0.1 0.1 0.0
H -2.95710 -2.67039 -2.41181 0.0 -0.1 0.0
H -2.76817 3.05771 -0.37920 0.1 0.0 0.1
C 2.60612 -1.69969 0.65618 0.0 -0.1 -0.1
C 2.92951 -0.34675 1.28685 0.0 0.0 0.0
C 1.92693 0.14676 2.33161 -0.1 0.1 0.1
Sb 0.09033 1.10483 1.67543 0.3 0.2 0.1
C -1.22297 0.30322 3.13774 -0.1 0.0 -0.2
C -0.75245 -0.03508 4.40397 0.0 0.0 0.0
C -1.63480 -0.47610 5.37894 -0.1 0.0 0.0
C -2.99012 -0.58899 5.08945 0.1 0.0 0.0
C -3.45861 -0.26568 3.82471 0.0 0.0 0.1
C -2.57957 0.18019 2.84757 0.0 0.2 -0.3
C 0.31521 3.06671 2.48987 -0.1 -0.1 0.1
C 0.27976 4.13959 1.60481 -0.1 0.1 0.1
C 0.37356 5.44554 2.07032 0.0 0.0 -0.1
C 0.49819 5.68559 3.42952 0.0 0.0 0.0
C 0.52736 4.62155 4.32211 0.0 0.0 0.0
C 0.43271 3.31855 3.85489 0.0 0.0 0.0
Sb 0.62802 -1.84352 -0.21966 0.0 -0.2 -0.1
C 1.06666 -2.24195 -2.27663 -0.1 0.0 0.1
C 0.61491 -3.40819 -2.88948 0.0 0.0 -0.1
C 0.75746 -3.58289 -4.26029 0.0 0.0 0.0
C 1.34735 -2.59253 -5.03588 0.0 0.0 0.0
C 1.79998 -1.42800 -4.43364 0.0 0.0 0.1
C 1.65379 -1.25693 -3.06255 0.0 -0.1 -0.1
C 0.26254 -3.88556 0.27453 -0.1 0.1 0.2
C 1.25293 -4.85808 0.15866 0.0 0.0 0.0
C 0.97854 -6.18032 0.47504 0.0 0.0 0.0
C -0.29134 -6.54204 0.90992 0.0 0.0 0.0
C -1.28359 -5.58014 1.02716 0.0 0.0 0.0
C -1.00761 -4.25495 0.71092 0.0 0.0 0.0
H 2.62543 -2.48067 1.42169 0.0 0.0 0.0
H 3.36499 -1.95684 -0.08542 -0.1 0.0 0.0
H 3.08613 0.40782 0.51889 -0.1 0.0 -0.1
H 3.89337 -0.45422 1.79795 0.0 0.1 0.0
H 1.62520 -0.68215 2.97574 -0.1 0.0 0.0
H 2.40098 0.89342 2.97337 0.0 0.0 0.0
H 0.30047 0.04198 4.64571 0.0 0.0 0.0
H -1.26387 -0.73514 6.36224 0.0 0.0 0.0
H -3.67777 -0.93785 5.84885 0.0 0.0 0.0
H -4.50964 -0.37009 3.58928 0.0 0.0 0.0
H -2.95056 0.39396 1.84387 0.1 0.0 0.4
H 0.18383 3.96971 0.53644 0.0 0.0 0.0
H 0.35046 6.26901 1.36763 0.0 0.0 0.0
H 0.57062 6.70174 3.79550 0.0 0.0 0.0
H 0.61951 4.80555 5.38499 0.0 0.0 0.0
H 0.44103 2.49910 4.56405 0.0 0.0 0.0
H 0.15083 -4.19058 -2.29995 0.0 0.0 0.0
H 0.40641 -4.49753 -4.72236 0.0 0.0 0.0
H 1.45465 -2.72907 -6.10450 0.0 0.0 0.0
H 2.26740 -0.65047 -5.02414 0.0 0.0 0.0
H 2.02587 -0.35372 -2.60286 0.1 0.2 0.1
H 2.24409 -4.58754 -0.18973 0.0 0.0 0.0
H 1.75367 -6.93043 0.37976 0.0 0.0 0.0
H -0.50537 -7.57447 1.15603 0.0 0.0 0.0
H -2.27392 -5.85765 1.36560 0.0 0.0 0.0
H -1.78801 -3.50556 0.79855 0.0 0.0 0.0
F 3.34487 4.54262 -3.11011 0.0 0.0 0.0
C 2.41207 3.86962 -2.43953 0.0 0.0 0.1
F 1.52309 3.40433 -3.31727 -0.1 0.0 -0.1
F 1.77253 4.72668 -1.63078 0.0 0.0 0.0
C 2.98837 2.69074 -1.60091 0.0 0.0 0.2
O 1.96689 1.88516 -1.19265 0.0 0.0 -0.3
C 4.01785 1.89282 -2.45736 -0.1 0.0 -0.1
F 4.24369 0.69418 -1.91913 0.0 0.0 0.0
F 5.18507 2.53027 -2.55652 0.0 0.1 0.0
F 3.55017 1.70090 -3.69940 0.0 -0.1 0.1
C 3.72809 3.26641 -0.35166 -0.1 0.0 0.0
F 4.58591 2.37069 0.15116 0.0 0.0 0.0
F 4.41679 4.37128 -0.64535 0.0 0.0 0.0
F 2.84810 3.56253 0.60606 0.2 0.0 -0.1
```
Forces are in eV/Å.